No. 1
{"formula": "C30H49N7O11", "method": "wB97M-V/def2-TZVPD", "total_charge": 0, "lumo_energy_ev": -4.08, "relative_energy_kj_mol": 132.1, "orbital_gap_ev": 4.286, "e_tot_ev": -64829.9868, "symbols": ["C", "C", "C", "C", "C", "C", "N", "O", "C", "C", "C", "H", "H", "H", "H", "H", "H", "H", "H", "H", "H", "H", "H", "H", "H", "H", "H", "H", "H", "N", "O", "O", "O", "C", "C", "C", "C", "C", "C", "N", "O", "O", "H", "H", "H", "H", "H", "C", "C", "C", "C", "C", "C", "N", "O", "O", "H", "H", "H", "H", "H", "C", "O", "N", "C", "C", "H", "H", "H", "H", "H", "H", "H", "C", "O", "N", "C", "C", "H", "H", "H", "H", "H", "H", "H", "C", "O", "N", "C", "C", "H", "H", "H", "H", "H", "H", "H"], "coordinates": [[-2.2607, -3.9774, -4.8395], [-1.3046, -3.0644, -3.9932], [-1.7395, -1.6099, -4.0440], [-2.7651, -1.2003, -2.9790], [-2.2818, -1.5306, -1.6629], [-2.2187, -3.0677, -1.4616], [-1.1648, -3.5047, -2.5582], [-0.2718, -4.2838, -2.1933], [-3.4847, -3.8878, -1.5831], [-1.7095, -3.2438, -0.0299], [0.0387, -3.3767, -4.7110], [-1.9701, -5.0882, -4.6746], [-2.0472, -3.7735, -5.8753], [-3.3415, -3.8960, -4.7333], [-2.0954, -1.2334, -5.0804], [-0.9951, -0.8659, -3.7825], [-3.5879, -1.5760, -3.3663], [-2.9637, -0.1798, -3.0776], [-2.8061, -1.0660, -0.8355], [-1.3212, -1.1625, -1.5481], [-4.3372, -3.6386, -0.8528], [-3.5437, -4.8662, -1.5058], [-3.8072, -3.5103, -2.6201], [-1.3370, -4.1221, 0.2743], [-2.3398, -3.1322, 0.6456], [-0.7741, -2.8622, 0.4251], [0.2736, -4.4002, -4.7049], [0.8719, -2.9272, -4.3496], [-0.0044, -3.0303, -5.8627], [-1.3886, 0.7895, 0.7862], [-0.7743, 0.3110, 1.6887], [-2.6886, 0.7907, 0.8310], [-0.7750, 1.1879, -0.2063], [-1.3072, -1.7291, 4.4420], [0.0270, -1.2707, 5.1684], [0.2987, -1.9110, 6.5286], [-0.5108, -3.1659, 6.9919], [-1.8292, -3.4824, 6.2297], [-2.1785, -2.6800, 4.9127], [0.0226, -4.0948, 8.0495], [0.9508, -3.6856, 8.8444], [-0.4009, -5.2059, 8.1239], [-1.6286, -1.3794, 3.6332], [0.7284, -0.7127, 4.6632], [1.2520, -1.9202, 7.2230], [-2.5767, -4.1029, 6.5501], [-3.1045, -2.8038, 4.6481], [-2.5872, 5.1494, 2.4355], [-1.5968, 6.2119, 2.9515], [-0.3659, 6.5182, 2.0598], [-0.0007, 5.4601, 0.9406], [-1.0457, 4.4699, 0.5765], [-2.2956, 4.3512, 1.3186], [1.1568, 5.6050, 0.1051], [2.2629, 5.9443, 0.6186], [1.0942, 5.2472, -1.1129], [-3.3069, 4.7648, 2.9996], [-1.7866, 6.6446, 3.7696], [0.3822, 7.2928, 2.1569], [-0.9566, 3.7149, -0.1592], [-3.0896, 3.5196, 1.0601], [1.4816, -0.9585, -1.0165], [1.1120, -0.7429, -2.1440], [2.4659, -1.6935, -0.5456], [2.8756, -1.7377, 0.8331], [3.0866, -2.6309, -1.5030], [0.8990, -0.4741, -0.1625], [2.3732, -1.2004, 1.4115], [3.8773, -1.4295, 0.8448], [2.8491, -2.7267, 1.1431], [2.2651, -3.4211, -1.7334], [3.9912, -3.1271, -1.2569], [3.5279, -2.1326, -2.3302], [2.2372, 1.4758, -4.8731], [3.2553, 1.6142, -5.5234], [1.5868, 2.5304, -4.2817], [0.4548, 2.1644, -3.3205], [2.1616, 3.8034, -4.2170], [1.7714, 0.4300, -4.6455], [0.0910, 3.2103, -2.9471], [0.8604, 1.8033, -2.4044], [-0.2560, 1.3670, -3.6135], [1.4055, 4.6235, -4.2037], [2.9713, 3.9661, -4.9886], [2.5624, 4.0479, -3.2348], [1.4692, 2.8263, 3.0603], [1.4735, 3.1940, 4.2965], [2.5818, 2.9458, 2.4278], [2.6803, 2.5995, 0.9796], [3.8252, 3.4562, 2.9799], [0.4881, 2.4566, 2.6720], [1.8206, 2.5850, 0.4067], [3.0288, 1.5881, 1.0523], [3.3934, 3.0526, 0.2691], [4.5030, 2.7487, 2.8769], [4.0675, 3.5569, 3.9117], [4.0698, 4.4783, 2.5317]], "mulliken_charge": [-1.540, 1.381, -0.405, -2.526, -0.051, 1.787, 0.996, -0.385, -1.551, -3.004, -1.931, 0.372, 0.496, 0.348, 0.528, -0.244, 0.821, 0.753, 0.569, -0.068, 0.334, 0.499, 0.231, 0.894, 1.044, 0.195, 0.508, 0.497, 0.345, 0.694, -0.462, -0.775, -0.400, -0.971, -0.479, -0.485, 0.133, -0.444, -0.548, 0.854, -0.566, -0.532, 1.075, 0.518, 0.312, 0.456, 0.655, -0.577, -0.793, -0.644, 0.287, -0.186, -0.291, 0.950, -0.534, -0.545, 0.510, 0.690, 0.391, 0.509, 0.222, 0.855, -0.621, 0.107, -1.675, -0.881, -0.167, 0.733, 0.431, 0.449, 0.148, 0.458, 0.304, 0.346, -0.622, 0.067, -0.587, -0.873, 0.142, 0.275, 0.172, 0.131, 0.303, 0.311, 0.295, 0.081, -0.761, 0.283, -1.303, -1.318, 0.481, 0.311, 0.521, 0.369, 0.518, 0.551, 0.252]}

No. 2
{"formula": "C30H50", "method": "wB97M-V/def2-TZVPD", "total_charge": 0, "lumo_energy_ev": 0.79, "smiles": "CC(C)=CCC/C(C)=C/CC/C(C)=C/CC/C=C(\\C)CC/C=C(\\C)CCC=C(C)C", "relative_energy_kj_mol": 23.3, "orbital_gap_ev": 9.184, "e_tot_ev": -31919.6348, "symbols": ["C", "C", "C", "C", "C", "C", "C", "C", "C", "C", "C", "C", "C", "C", "C", "C", "C", "C", "C", "C", "C", "C", "C", "C", "C", "C", "C", "C", "C", "C", "H", "H", "H", "H", "H", "H", "H", "H", "H", "H", "H", "H", "H", "H", "H", "H", "H", "H", "H", "H", "H", "H", "H", "H", "H", "H", "H", "H", "H", "H", "H", "H", "H", "H", "H", "H", "H", "H", "H", "H", "H", "H", "H", "H", "H", "H", "H", "H", "H", "H"], "coordinates": [[10.1288, -1.0017, 0.0560], [8.6382, -0.8266, 0.0161], [7.8871, -1.8362, 0.8317], [8.0762, 0.1497, -0.6866], [6.6141, 0.4557, -0.7952], [6.1750, 1.4313, 0.3139], [4.7112, 1.7494, 0.2007], [4.3247, 2.6978, -0.9009], [3.8240, 1.1934, 1.0182], [2.3413, 1.3830, 0.9640], [1.6654, 0.1757, 0.2862], [0.1742, 0.3606, 0.2159], [-0.5772, -0.0208, 1.4593], [-0.3972, 0.8364, -0.8848], [-1.8547, 1.0928, -1.0970], [-2.1768, 2.5999, -1.0793], [-3.6554, 2.7845, -1.2125], [-4.5382, 2.8247, -0.2207], [-4.1685, 2.7716, 1.2326], [-6.0150, 2.8768, -0.5038], [-6.7321, 1.6436, 0.0659], [-6.0801, 0.3709, -0.3832], [-6.0025, -0.7480, 0.3276], [-6.5900, -0.8696, 1.7082], [-5.3113, -1.9739, -0.2003], [-3.9764, -2.2288, 0.5241], [-3.4069, -3.5582, 0.1385], [-2.3587, -3.8118, -0.6354], [-1.4927, -2.7787, -1.2917], [-1.9310, -5.2237, -0.9195], [10.4055, -1.9754, -0.3485], [10.6336, -0.2309, -0.5204], [10.4864, -0.9589, 1.0846], [8.1203, -1.7020, 1.8883], [8.1925, -2.8445, 0.5532], [6.8129, -1.7493, 0.7063], [8.7228, 0.8383, -1.2165], [6.4120, 0.9059, -1.7690], [6.0127, -0.4514, -0.7185], [6.7642, 2.3482, 0.2335], [6.3886, 0.9757, 1.2822], [5.2024, 3.0272, -1.4505], [3.6380, 2.2240, -1.6006], [3.8298, 3.5787, -0.4930], [4.1703, 0.5081, 1.7818], [2.0838, 2.2843, 0.4078], [1.9503, 1.4882, 1.9790], [2.0795, 0.0663, -0.7178], [1.9016, -0.7288, 0.8516], [-0.8948, -1.0629, 1.4018], [-1.4589, 0.5971, 1.6048], [0.0626, 0.0836, 2.3327], [0.2325, 1.0929, -1.7280], [-2.1570, 0.6865, -2.0663], [-2.4555, 0.6070, -0.3287], [-1.8032, 3.0271, -0.1475], [-1.6595, 3.0899, -1.9067], [-4.0190, 2.8090, -2.2323], [-4.1734, 1.7385, 1.5818], [-3.1777, 3.1817, 1.4095], [-4.8864, 3.3329, 1.8277], [-6.4487, 3.7760, -0.0560], [-6.1791, 2.9258, -1.5820], [-6.7420, 1.6958, 1.1549], [-7.7745, 1.6574, -0.2712], [-5.6504, 0.4013, -1.3755], [-6.5127, -1.8906, 2.0725], [-7.6417, -0.5874, 1.7034], [-6.0740, -0.2163, 2.4124], [-5.1148, -1.8670, -1.2684], [-5.9588, -2.8442, -0.0614], [-4.1510, -2.2240, 1.6034], [-3.2891, -1.4162, 0.2938], [-3.9585, -4.4002, 0.5415], [-0.4937, -2.7924, -0.8548], [-1.8931, -1.7765, -1.1938], [-1.3884, -3.0063, -2.3519], [-1.9967, -5.4297, -1.9878], [-0.8938, -5.3707, -0.6192], [-2.5523, -5.9414, -0.3900]], "nbo_charge": [-0.631, 0.033, -0.651, -0.200, -0.428, -0.411, 0.030, -0.664, -0.191, -0.428, -0.416, 0.034, -0.661, -0.198, -0.421, -0.430, -0.189, 0.035, -0.665, -0.416, -0.439, -0.194, 0.027, -0.663, -0.414, -0.418, -0.203, 0.028, -0.639, -0.631, 0.209, 0.213, 0.208, 0.216, 0.214, 0.213, 0.191, 0.206, 0.206, 0.202, 0.208, 0.212, 0.219, 0.223, 0.190, 0.207, 0.205, 0.208, 0.202, 0.224, 0.216, 0.213, 0.190, 0.208, 0.204, 0.203, 0.206, 0.191, 0.221, 0.218, 0.213, 0.207, 0.204, 0.204, 0.216, 0.197, 0.212, 0.222, 0.218, 0.209, 0.200, 0.204, 0.204, 0.188, 0.215, 0.213, 0.212, 0.209, 0.209, 0.211]}